This record from the OMol25 dataset describes a structure of composition C30H44IrN2O6P2. The level of theory is ωB97M-V with the def2-TZVPD basis set.

Last column: Löwdin spin population.
Cartesian coordinates (Å):
C  -2.688  0.101  -0.455  0.046
C  -0.921  0.427  3.667  0.028
C  2.136  0.455  1.452  0.196
C  4.540  -4.554  3.765  0.025
H  4.101  -0.443  1.527  0.010
H  -2.400  -1.061  -5.280  0.002
H  -2.140  3.144  -4.607  0.000
H  3.047  -1.084  0.267  0.005
C  -0.999  2.117  -0.807  0.147
H  -1.388  -0.520  3.376  0.002
P  -3.852  2.734  -1.655  0.011
C  -3.299  -0.504  -4.979  0.088
H  0.152  -2.002  2.899  0.000
C  0.627  0.834  -2.403  0.052
H  3.004  2.528  -0.203  0.001
H  3.778  0.536  0.072  0.000
H  -2.651  4.503  -2.798  0.000
C  0.673  -0.337  -1.494  0.204
H  -1.922  -0.831  -2.278  0.013
N  2.780  -6.138  4.390  0.000
H  -1.115  3.188  -0.586  0.017
C  2.793  -4.226  -0.230  0.072
H  3.281  3.369  1.340  0.008
H  -4.936  2.058  -3.825  0.013
Ir  -0.093  1.011  0.601  1.285
C  3.434  -5.325  3.391  0.000
H  0.665  0.516  -3.452  0.011
C  1.112  -1.711  2.462  0.020
C  2.514  2.932  0.690  0.020
H  -3.161  -0.360  0.425  0.001
O  6.222  -1.681  2.482  -0.002
C  3.326  -0.158  0.795  0.026
H  -3.814  -0.138  -5.880  0.019
H  -4.343  4.414  -3.392  0.000
H  1.643  -0.834  -1.404  0.009
C  0.212  0.722  2.737  0.151
C  0.066  3.361  2.693  0.038
H  -3.113  2.305  -5.860  0.012
H  0.662  3.786  3.511  0.012
H  -2.546  1.998  0.652  0.021
H  2.052  -5.888  1.830  0.000
C  -1.968  1.325  0.004  0.170
C  1.781  1.849  1.412  0.131
H  -1.392  1.872  -5.600  0.001
H  -6.289  3.039  -1.756  0.000
C  3.450  -4.377  1.156  0.093
C  2.895  -5.252  2.091  0.028
H  -0.059  -1.821  -0.197  0.003
H  1.919  -2.028  3.140  0.008
H  -3.970  5.124  -1.795  0.000
C  5.064  -3.663  2.823  0.006
C  -2.321  2.188  -5.109  0.039
C  -1.827  -0.952  -1.186  0.030
H  -1.666  1.224  3.605  0.002
C  -0.367  -0.935  -0.789  0.059
C  -5.550  2.835  -0.971  0.000
H  -5.574  3.633  -0.221  0.000
H  -1.503  1.199  -2.651  0.067
H  4.951  -4.613  4.766  0.001
N  5.972  -2.629  3.263  0.000
O  1.766  -6.794  4.069  -0.001
H  -5.807  1.890  -0.469  0.000
H  1.819  3.725  0.398  0.003
O  2.302  -3.101  -0.477  0.027
H  5.059  -2.980  0.759  0.001
H  -3.538  0.374  -1.095  0.011
H  -0.472  2.699  -2.750  0.005
C  1.150  -0.239  2.219  0.145
H  -4.813  0.684  -2.681  0.000
C  -4.269  1.548  -3.106  0.056
O  6.452  -2.701  4.413  0.002
P  -2.796  0.893  -3.931  0.435
H  -0.962  3.231  3.037  0.001
H  -0.568  0.340  4.703  0.010
O  3.250  -6.147  5.547  -0.001
O  2.869  -5.302  -0.848  0.719
H  0.081  4.059  1.850  0.004
C  4.571  -3.620  1.500  0.030
H  -3.966  -1.182  -4.430  0.000
C  -3.697  4.341  -2.511  0.002
C  0.627  2.042  2.276  0.147
H  1.543  1.423  -2.255  0.009
H  1.258  -2.254  1.517  0.004
H  -2.239  -1.951  -0.958  0.001
C  -0.610  1.756  -2.197  0.187

Summary:
- ⟨S²⟩ = 8.77
- DFT total energy (eV) = -68477.3700
- highest occupied orbital energy (spin up / spin down) (hartree) = -0.4166 / -0.5011
- 2S+1 = 6
- total charge = +2
- gap between HOMO and LUMO (spin up / spin down) (Ha) = 0.212 / 0.187